{"formula": "C36H26N7O2W", "method": "wB97M-V/def2-TZVPD", "symbols": ["W", "C", "C", "C", "C", "C", "C", "N", "C", "C", "C", "C", "C", "C", "N", "N", "C", "C", "C", "C", "C", "N", "H", "H", "H", "H", "H", "H", "H", "H", "H", "H", "H", "H", "H", "O", "C", "N", "C", "O", "C", "C", "C", "C", "C", "N", "C", "C", "C", "C", "C", "N", "H", "H", "H", "H", "H", "H", "H", "H", "C", "C", "C", "C", "C", "C", "C", "H", "H", "H", "H", "H"], "positions_angstrom": [[0.146, 0.250, -0.165], [-5.078, -1.662, -0.668], [-4.267, -1.900, 0.433], [-2.890, -1.800, 0.317], [-2.316, -1.461, -0.904], [-3.126, -1.245, -2.012], [-4.506, -1.342, -1.890], [-0.892, -1.313, -0.975], [-0.143, -2.443, -1.277], [-0.660, -3.688, -1.653], [0.215, -4.720, -1.919], [1.599, -4.541, -1.817], [2.127, -3.322, -1.448], [1.248, -2.267, -1.193], [1.581, -0.974, -0.819], [2.916, -0.713, -0.639], [3.144, 0.338, 0.056], [4.464, 0.663, 0.542], [4.612, 1.541, 1.546], [3.462, 2.214, 2.110], [2.255, 2.059, 1.563], [2.052, 1.200, 0.447], [-6.153, -1.733, -0.573], [-4.709, -2.162, 1.385], [-2.249, -1.985, 1.171], [-2.677, -1.027, -2.972], [-5.133, -1.173, -2.755], [-1.729, -3.837, -1.724], [-0.175, -5.687, -2.209], [2.262, -5.368, -2.032], [3.192, -3.163, -1.372], [5.289, 0.116, 0.111], [5.593, 1.752, 1.949], [3.579, 2.884, 2.949], [1.360, 2.585, 1.866], [-3.093, 2.622, 1.305], [-2.271, 1.991, 0.692], [-1.285, 1.154, 1.187], [-1.155, 0.996, 2.549], [-1.687, 1.605, 3.440], [-0.190, -0.121, 2.860], [0.067, -0.484, 4.165], [0.914, -1.555, 4.400], [1.471, -2.219, 3.318], [1.201, -1.773, 2.038], [0.390, -0.729, 1.809], [-2.265, 2.017, -0.812], [-3.206, 2.743, -1.519], [-3.136, 2.745, -2.902], [-2.135, 2.021, -3.535], [-1.236, 1.310, -2.764], [-1.307, 1.317, -1.428], [-0.418, 0.073, 4.954], [1.134, -1.871, 5.411], [2.122, -3.070, 3.451], [1.636, -2.259, 1.177], [-3.959, 3.288, -0.969], [-3.854, 3.307, -3.484], [-2.046, 2.001, -4.611], [-0.437, 0.725, -3.201], [1.218, 1.737, -0.621], [1.651, 2.878, -1.417], [3.003, 3.109, -1.692], [3.392, 4.201, -2.448], [2.444, 5.091, -2.931], [1.102, 4.886, -2.646], [0.706, 3.791, -1.897], [3.762, 2.431, -1.325], [4.441, 4.360, -2.657], [2.750, 5.946, -3.519], [0.359, 5.589, -2.997], [-0.342, 3.673, -1.654]], "mulliken_charge": [1.2433, -0.5722, -0.9629, 0.0916, -1.0604, 0.2498, -0.9535, 0.8806, 1.2308, -1.1848, -0.7510, -0.6950, -0.6407, 0.4956, 0.5773, -1.5443, 0.3751, -1.1496, -0.2716, -0.8483, -0.4716, 1.4492, 0.4309, 0.4398, 0.4282, 0.5921, 0.4456, 0.5146, 0.4362, 0.4188, 0.4831, 0.5519, 0.4627, 0.4898, 0.4849, -0.6328, -0.4573, 0.1797, -0.3991, -0.6261, 0.7252, -0.7868, -0.5075, -0.9310, -0.0674, 0.6720, 0.7381, -0.4801, -0.7930, -1.0417, -0.4405, 0.4454, 0.6063, 0.4709, 0.5267, 0.2595, 0.5914, 0.5448, 0.5727, 0.4407, -0.4157, 0.9071, -0.3486, -0.9457, -0.5504, -1.0369, 0.0008, 0.3878, 0.4434, 0.4079, 0.4491, 0.4252], "gap_ev": 6.51, "e_lumo_ev": -3.81, "largest_force_ev_per_a": 0.87, "relative_energy_kcal_mol": 0.0, "charge": 1, "homo_ev": -10.322, "total_energy_ev": -54101.2995}

{"formula": "C4H6N2O", "method": "wB97M-V/def2-TZVPD", "symbols": ["C", "C", "C", "O", "N", "N", "C", "H", "H", "H", "H", "H", "H"], "positions_angstrom": [[1.303, -0.094, 1.072], [0.818, -0.279, -0.343], [-2.188, 0.760, -0.189], [1.632, 0.345, -1.217], [0.176, -1.392, -0.783], [-0.997, -1.434, -0.136], [-1.312, -0.196, 0.008], [1.373, 0.089, -2.115], [0.732, -0.700, 1.772], [1.222, 0.954, 1.359], [2.356, -0.385, 1.111], [-3.157, 0.555, -0.633], [-1.957, 1.778, 0.094]], "mulliken_charge": [-1.1017, 0.7406, -0.7960, -0.4809, -0.3236, -0.4010, 0.4799, 0.3707, 0.3664, 0.2990, 0.3447, 0.2678, 0.2340], "gap_ev": 9.26, "e_lumo_ev": 0.31, "largest_force_ev_per_a": 1.63, "relative_energy_kcal_mol": 107.1, "smiles": "C=C=N/N=C(\\C)O", "homo_ev": -8.953, "total_energy_ev": -9268.8574}

{"formula": "C6H9NS", "method": "wB97M-V/def2-TZVPD", "symbols": ["C", "C", "C", "C", "C", "C", "N", "S", "H", "H", "H", "H", "H", "H", "H", "H", "H"], "positions_angstrom": [[-2.896, -0.284, 0.119], [-1.040, 0.603, 0.327], [-0.047, 0.255, -0.702], [-0.798, 0.733, 1.842], [1.491, 0.162, -0.389], [-0.534, -0.706, -1.751], [-4.006, -0.488, 0.200], [-0.787, 1.973, -0.712], [-0.868, -0.289, 2.280], [-1.487, 1.371, 2.312], [0.112, 1.246, 2.023], [1.698, 0.994, 0.240], [1.972, -0.122, -1.259], [1.794, -0.665, 0.320], [-1.048, -0.038, -2.461], [-1.014, -1.536, -1.359], [0.229, -0.990, -2.507]], "mulliken_charge": [0.0155, 0.5991, 0.8056, -1.3928, -1.5693, -1.3493, -0.4534, -0.0309, 0.3033, 0.3817, 0.4250, 0.3501, 0.4689, 0.3060, 0.3913, 0.3668, 0.3826], "gap_ev": [6.48, 6.70], "e_lumo_ev": [0.41, -3.80], "largest_force_ev_per_a": 4.65, "relative_energy_kcal_mol": 91.8, "homo_ev": [-6.076, -10.503], "spin_multiplicity": 3, "total_energy_ev": -18685.7302}

{"formula": "C6H8N3O2", "method": "wB97M-V/def2-TZVPD", "symbols": ["C", "C", "C", "C", "C", "C", "N", "N", "N", "O", "O", "H", "H", "H", "H", "H", "H", "H", "H"], "positions_angstrom": [[2.447, -1.593, -0.171], [3.145, -0.579, 0.377], [1.247, 0.135, -0.117], [-1.948, 0.237, -1.065], [-2.670, -0.505, 0.026], [0.195, 1.130, -0.330], [1.218, -1.087, -0.483], [-0.866, 0.811, -0.915], [0.418, 2.368, 0.076], [2.374, 0.531, 0.426], [-1.798, -1.152, 0.931], [2.619, -2.692, -0.293], [4.076, -0.529, 0.997], [-2.454, 0.445, -1.961], [-3.469, 0.045, 0.627], [-3.235, -1.428, -0.406], [-0.219, 3.052, -0.045], [1.216, 2.533, 0.656], [-2.295, -1.723, 1.670]], "mulliken_charge": [-0.2101, -0.1640, 0.9846, -0.0837, -0.3543, -0.0868, -0.4125, -0.0972, -0.2687, -0.3338, -0.5261, 0.3666, 0.3570, 0.4516, 0.3118, 0.2976, 0.1803, 0.2473, 0.3406], "gap_ev": 9.11, "e_lumo_ev": -4.36, "largest_force_ev_per_a": 4.17, "relative_energy_kcal_mol": 0.0, "charge": 1, "smiles": "[NH2+]=C(/N=C\\CO)c1ncco1", "homo_ev": -13.469, "total_energy_ev": -14908.2271}